1.
Formula: C50H37BNO23P
Source: OMol25
Level of theory: the ωB97M-V functional and the def2-TZVPD basis

Computed properties:
E_tot, eV: -110989.7738
Orbital gap, eV: 7.81
Lowest unoccupied orbital energy, eV: -1.97
E_HOMO, eV: -9.786

ORCA input file:
```
! RIJCOSX wB97M-V def2-TZVPD def2/J DEFGRID3
* xyz 0 1
N -5.91 -3.86 -2.48
C -6.10 -3.49 -3.57
O -6.09 -3.32 -4.85
O -5.00 -2.42 -5.12
P -3.65 -3.30 -5.44
O -3.42 -4.37 -4.49
O -3.83 -3.84 -6.90
O -2.57 -2.22 -5.58
C -1.82 -1.93 -4.36
B -2.49 -0.90 -3.38
O -1.87 -0.67 -2.17
O -3.63 -0.25 -3.67
H -4.33 -4.66 -6.80
H -0.89 -1.48 -4.69
H -1.54 -2.82 -3.81
H -1.05 -0.20 -2.36
H -4.01 0.13 -2.89
O -8.32 -1.28 0.59
C -7.33 -1.74 1.12
C -6.93 -1.33 2.49
C -5.83 -1.82 3.06
C -4.97 -2.80 2.35
O -3.97 -3.24 2.88
C -5.37 -3.21 0.99
C -6.46 -2.72 0.42
H -7.57 -0.61 2.98
H -5.52 -1.54 4.05
H -4.73 -3.92 0.49
H -6.76 -3.01 -0.58
O -0.91 -3.78 -1.82
C 0.01 -4.55 -2.01
C 0.58 -4.75 -3.37
C 1.59 -5.59 -3.57
C 2.18 -6.38 -2.45
O 3.09 -7.14 -2.65
C 1.60 -6.18 -1.09
C 0.59 -5.33 -0.90
H 0.14 -4.17 -4.17
H 2.02 -5.76 -4.55
H 2.05 -6.75 -0.29
H 0.16 -5.17 0.08
O 0.79 0.83 -2.43
C 0.95 1.66 -1.56
C -0.20 2.40 -0.99
C -0.02 3.31 -0.03
C 1.33 3.62 0.50
O 1.49 4.44 1.37
C 2.48 2.87 -0.08
C 2.30 1.96 -1.03
H -1.18 2.16 -1.39
H -0.84 3.87 0.40
H 3.46 3.10 0.32
H 3.12 1.41 -1.46
O 4.13 9.49 -0.20
C 4.25 8.43 -0.77
C 3.55 7.21 -0.27
C 3.68 6.04 -0.89
C 4.52 5.90 -2.11
O 4.63 4.83 -2.67
C 5.22 7.11 -2.60
C 5.10 8.29 -1.98
H 2.94 7.33 0.61
H 3.18 5.15 -0.55
H 5.83 6.99 -3.49
H 5.60 9.20 -2.33
O 3.14 -8.23 0.74
C 2.67 -8.98 1.58
C 3.55 -9.64 2.58
C 3.04 -10.46 3.50
C 1.59 -10.75 3.56
O 1.13 -11.49 4.40
C 0.72 -10.08 2.56
C 1.22 -9.26 1.64
H 4.60 -9.41 2.52
H 3.66 -10.95 4.24
H -0.34 -10.31 2.62
H 0.60 -8.77 0.90
O 0.79 -5.31 2.47
C 0.43 -4.54 3.34
C -0.92 -3.93 3.32
C -1.30 -3.08 4.26
C -0.39 -2.70 5.38
O -0.74 -1.93 6.24
C 0.96 -3.31 5.39
C 1.34 -4.17 4.45
H -1.57 -4.21 2.50
H -2.28 -2.62 4.26
H 1.61 -3.03 6.21
H 2.33 -4.62 4.44
O -4.50 0.40 4.25
C -4.79 1.19 5.12
C -6.10 1.90 5.12
C -6.41 2.77 6.07
C -5.46 3.07 7.18
O -5.75 3.87 8.05
C -4.16 2.37 7.18
C -3.85 1.50 6.22
H -6.77 1.66 4.31
H -7.36 3.29 6.09
H -3.48 2.60 7.99
H -2.90 0.97 6.20
O 8.50 14.25 -6.26
C 7.98 13.49 -5.48
C 8.78 12.73 -4.48
C 8.20 11.89 -3.63
C 6.73 11.67 -3.64
O 6.20 10.91 -2.86
C 5.93 12.43 -4.64
C 6.51 13.27 -5.49
H 9.85 12.91 -4.49
H 8.76 11.33 -2.90
H 4.86 12.25 -4.63
H 5.95 13.83 -6.23
*
```

Results of the Löwdin charge analysis, in e, for atoms 1 through 99:
1 N 0.23
2 C -0.30
3 O 0.04
4 O -0.09
5 P 0.33
6 O -0.19
7 O -0.05
8 O -0.12
9 C -0.05
10 B -0.66
11 O 0.15
12 O 0.21
13 H 0.09
14 H 0.13
15 H 0.07
16 H 0.06
17 H 0.12
18 O 0.10
19 C -0.38
20 C 0.02
21 C 0.01
22 C -0.36
23 O 0.09
24 C 0.03
25 C 0.01
26 H 0.11
27 H 0.10
28 H 0.12
29 H 0.07
30 O 0.11
31 C -0.36
32 C 0.03
33 C 0.02
34 C -0.38
35 O 0.11
36 C 0.03
37 C 0.03
38 H 0.11
39 H 0.12
40 H 0.09
41 H 0.10
42 O 0.10
43 C -0.36
44 C 0.03
45 C 0.03
46 C -0.39
47 O 0.11
48 C 0.00
49 C 0.04
50 H 0.12
51 H 0.13
52 H 0.13
53 H 0.13
54 O 0.11
55 C -0.37
56 C 0.03
57 C 0.02
58 C -0.39
59 O 0.09
60 C 0.02
61 C 0.03
62 H 0.12
63 H 0.07
64 H 0.12
65 H 0.08
66 O 0.10
67 C -0.37
68 C 0.02
69 C 0.02
70 C -0.39
71 O 0.11
72 C 0.02
73 C 0.03
74 H 0.12
75 H 0.12
76 H 0.12
77 H 0.12
78 O 0.09
79 C -0.38
80 C 0.03
81 C 0.02
82 C -0.38
83 O 0.10
84 C 0.02
85 C 0.02
86 H 0.11
87 H 0.10
88 H 0.12
89 H 0.12
90 O 0.09
91 C -0.37
92 C 0.02
93 C 0.02
94 C -0.39
95 O 0.11
96 C 0.02
97 C 0.03
98 H 0.12
99 H 0.12



2.
Formula: C50H37I4IrN7S
Source: OMol25
Level of theory: the ωB97M-V functional and the def2-TZVPD basis

Computed properties:
E_tot, eV: -108949.7162
Orbital gap (alpha / beta), eV: 4.56 / 4.56
Lowest unoccupied orbital energy (alpha / beta), eV: -4.67 / -4.67
E_HOMO (alpha / beta), eV: -9.231 / -9.230

ORCA input file:
```
! RIJCOSX wB97M-V def2-TZVPD def2/J DEFGRID3
* xyz 1 1
Ir 0.80 0.33 0.26
I -5.45 4.66 -5.94
C -3.94 3.87 -4.70
C -3.57 2.54 -4.83
C -2.56 2.03 -4.04
C -1.93 2.83 -3.08
C -2.35 4.16 -2.94
C -3.33 4.68 -3.75
C -0.87 2.29 -2.25
C 0.12 1.44 -2.69
C 0.59 1.24 -4.04
C 1.77 0.57 -3.94
C 1.99 0.27 -2.55
C 3.00 -0.61 -2.02
C 4.38 -0.56 -2.45
C 5.36 -1.36 -1.84
C 6.68 -1.31 -2.23
C 7.08 -0.41 -3.21
I 9.09 -0.28 -3.77
C 6.15 0.45 -3.77
C 4.83 0.39 -3.39
C 2.51 -1.63 -1.16
N 1.36 -1.48 -0.45
C 0.90 -2.71 -0.09
C -0.40 -2.97 0.37
C -0.74 -4.38 0.65
C 0.00 -5.09 1.60
C -0.26 -6.43 1.84
C -1.25 -7.07 1.12
I -1.56 -9.14 1.38
C -2.02 -6.38 0.20
C -1.76 -5.03 -0.03
C -1.38 -1.98 0.43
C -2.79 -2.18 0.69
C -3.39 -0.97 0.61
C -2.36 0.01 0.39
N -1.16 -0.65 0.25
C -2.45 1.39 0.38
C -0.33 2.13 1.29
C 0.77 2.90 0.89
C 0.56 3.24 -0.45
C -0.65 2.69 -0.85
N -1.23 2.09 0.23
C -3.61 2.17 0.78
C -3.78 3.48 0.30
C -4.83 4.26 0.73
C -5.73 3.76 1.66
I -7.29 4.98 2.37
C -5.57 2.48 2.16
C -4.52 1.69 1.73
C 1.84 -3.69 -0.56
C 2.84 -3.03 -1.21
N 0.98 0.78 -1.82
H -4.07 1.91 -5.55
H -2.27 0.99 -4.14
H -1.84 4.80 -2.22
H -3.62 5.71 -3.65
H 0.12 1.62 -4.92
H 2.39 0.24 -4.76
H 5.09 -2.02 -1.03
H 7.41 -1.96 -1.76
H 6.46 1.19 -4.50
H 4.13 1.10 -3.81
H 0.78 -4.58 2.15
H 0.33 -6.97 2.57
H -2.81 -6.88 -0.35
H -2.33 -4.51 -0.78
H -3.25 -3.13 0.90
H -4.44 -0.77 0.68
H 1.55 3.23 1.54
H 1.22 3.80 -1.09
H -3.08 3.87 -0.42
H -4.94 5.27 0.34
H -6.26 2.09 2.90
H -4.36 0.74 2.21
H 1.73 -4.76 -0.46
H 3.64 -3.46 -1.77
N 1.63 -1.43 2.39
C 1.08 -0.33 2.16
H 1.79 -1.73 3.35
C -1.14 -1.76 4.00
C -0.69 -0.65 4.93
N 0.59 -0.03 4.57
C 0.78 0.65 3.34
S -0.80 1.67 2.91
N 1.86 1.59 3.38
C 3.24 1.12 3.23
C 3.77 1.35 1.82
H -2.14 -2.07 4.28
H -0.48 -2.63 4.06
H -1.16 -1.42 2.97
H -0.55 -1.04 5.94
H -1.48 0.11 4.97
H 0.94 0.52 5.35
H 1.76 2.20 4.19
H 3.32 0.06 3.47
H 3.87 1.67 3.93
H 3.13 0.85 1.07
H 4.78 0.93 1.73
H 3.82 2.41 1.59
*
```

Results of the Löwdin charge analysis, in e, for atoms 1 through 99:
1 Ir 1.35
2 I 0.89
3 C -0.71
4 C -0.13
5 C -0.02
6 C -0.17
7 C -0.03
8 C -0.13
9 C -0.02
10 C -0.21
11 C 0.04
12 C 0.01
13 C -0.19
14 C -0.04
15 C -0.16
16 C -0.02
17 C -0.14
18 C -0.72
19 I 0.89
20 C -0.14
21 C -0.02
22 C -0.21
23 N -0.04
24 C -0.21
25 C -0.07
26 C -0.20
27 C -0.03
28 C -0.14
29 C -0.72
30 I 0.87
31 C -0.14
32 C -0.03
33 C -0.20
34 C 0.03
35 C 0.03
36 C -0.21
37 N 0.07
38 C -0.11
39 C -0.63
40 C -0.08
41 C -0.02
42 C -0.21
43 N -0.02
44 C -0.15
45 C 0.00
46 C -0.13
47 C -0.71
48 I 0.89
49 C -0.13
50 C -0.02
51 C 0.05
52 C 0.03
53 N -0.01
54 H 0.10
55 H 0.12
56 H 0.12
57 H 0.10
58 H 0.12
59 H 0.12
60 H 0.11
61 H 0.10
62 H 0.10
63 H 0.10
64 H 0.12
65 H 0.10
66 H 0.10
67 H 0.12
68 H 0.12
69 H 0.12
70 H 0.10
71 H 0.13
72 H 0.09
73 H 0.10
74 H 0.10
75 H 0.11
76 H 0.12
77 H 0.12
78 N 0.12
79 C -0.42
80 H 0.07
81 C -0.08
82 C -0.27
83 N -0.03
84 C -0.68
85 S 1.04
86 N -0.05
87 C -0.24
88 C -0.07
89 H 0.08
90 H 0.08
91 H 0.04
92 H 0.12
93 H 0.09
94 H 0.13
95 H 0.12
96 H 0.10
97 H 0.12
98 H 0.03
99 H 0.08



3.
Formula: C50H37N9SSeSnTe
Source: OMol25
Level of theory: the ωB97M-V functional and the def2-TZVPD basis

Computed properties:
E_tot, eV: -155168.2127
Orbital gap, eV: 6.07
Lowest unoccupied orbital energy, eV: -0.82
E_HOMO, eV: -6.888

ORCA input file:
```
! RIJCOSX wB97M-V def2-TZVPD def2/J DEFGRID3
* xyz 0 1
Sn -0.21 1.17 0.76
N 1.06 3.20 -3.08
C 0.16 2.78 -2.14
S 0.42 3.40 -0.54
N -0.77 1.98 -2.55
N -1.61 1.59 -1.53
C -2.80 1.25 -1.87
C -3.29 1.20 -3.28
C -2.68 0.36 -4.21
C -3.17 0.29 -5.51
C -4.25 1.08 -5.89
C -4.85 1.92 -4.97
C -4.37 1.98 -3.67
C -3.77 0.92 -0.78
C -4.95 0.23 -1.07
C -5.84 -0.04 -0.04
C -5.51 0.35 1.25
C -4.30 1.01 1.44
N -3.46 1.30 0.46
H 1.65 3.98 -2.86
H 0.80 3.05 -4.04
H -1.82 -0.23 -3.92
H -2.69 -0.36 -6.23
H -4.62 1.03 -6.91
H -5.69 2.54 -5.26
H -4.85 2.63 -2.94
H -5.17 -0.09 -2.08
H -6.76 -0.57 -0.24
H -6.17 0.16 2.08
H -4.00 1.32 2.43
Se 3.45 1.83 8.42
N 2.65 3.00 7.33
C 2.36 2.36 6.24
C 1.70 2.99 5.09
C 1.36 4.34 5.08
C 0.76 4.87 3.96
C 0.54 4.03 2.87
N 0.86 2.75 2.87
C 1.43 2.22 3.96
C 1.78 0.78 3.92
N 1.46 0.11 2.81
C 1.82 -1.16 2.71
C 2.49 -1.85 3.72
C 2.80 -1.17 4.88
C 2.44 0.18 4.99
C 2.73 0.97 6.18
N 3.33 0.49 7.24
H 1.57 4.95 5.95
H 0.48 5.91 3.90
H 0.08 4.41 1.96
H 1.56 -1.65 1.78
H 2.76 -2.88 3.58
H 3.32 -1.65 5.70
N 1.29 0.10 -0.34
C 2.46 0.32 -0.76
C 3.16 -0.72 -1.61
C 4.53 -0.94 -1.52
C 5.14 -1.94 -2.26
C 4.39 -2.71 -3.13
C 3.02 -2.49 -3.25
C 2.41 -1.50 -2.49
C 3.28 1.56 -0.52
C 3.45 2.06 0.77
C 4.12 3.25 0.98
C 4.65 3.96 -0.09
C 4.51 3.45 -1.38
C 3.85 2.25 -1.59
H 5.13 -0.33 -0.85
H 6.21 -2.11 -2.16
H 4.87 -3.49 -3.72
H 2.44 -3.08 -3.94
H 1.35 -1.31 -2.57
H 3.02 1.51 1.59
H 4.24 3.64 1.99
H 5.17 4.89 0.07
H 4.92 3.99 -2.22
H 3.73 1.85 -2.59
Te -1.11 -1.63 -1.03
C -0.07 -3.23 -0.15
C 0.76 -4.04 -0.91
C 1.47 -5.08 -0.32
C 1.34 -5.32 1.04
C 0.51 -4.52 1.81
C -0.18 -3.47 1.22
C -2.98 -2.62 -1.03
C -3.61 -2.95 -2.23
C -4.86 -3.56 -2.23
C -5.47 -3.89 -1.03
C -4.84 -3.58 0.17
C -3.61 -2.94 0.17
H 0.86 -3.86 -1.98
H 2.11 -5.70 -0.93
H 1.89 -6.14 1.50
H 0.41 -4.70 2.87
H -0.81 -2.83 1.83
H -3.13 -2.71 -3.18
H -5.34 -3.80 -3.17
H -6.44 -4.38 -1.02
H -5.32 -3.83 1.11
H -3.15 -2.67 1.11
*
```

Results of the Löwdin charge analysis, in e, for atoms 1 through 99:
1 Sn 0.91
2 N 0.08
3 C -0.86
4 S 0.54
5 N 0.01
6 N -0.07
7 C -0.24
8 C -0.19
9 C -0.04
10 C -0.08
11 C -0.09
12 C -0.08
13 C -0.04
14 C -0.25
15 C -0.02
16 C -0.06
17 C -0.06
18 C -0.14
19 N 0.09
20 H 0.07
21 H 0.10
22 H 0.09
23 H 0.10
24 H 0.10
25 H 0.10
26 H 0.12
27 H 0.12
28 H 0.11
29 H 0.10
30 H 0.11
31 Se 1.11
32 N -0.23
33 C -0.34
34 C -0.09
35 C 0.01
36 C -0.03
37 C -0.13
38 N 0.05
39 C -0.15
40 C -0.16
41 N 0.05
42 C -0.11
43 C -0.02
44 C 0.01
45 C -0.09
46 C -0.34
47 N -0.22
48 H 0.12
49 H 0.11
50 H 0.07
51 H 0.09
52 H 0.11
53 H 0.12
54 N -0.14
55 C -0.35
56 C -0.17
57 C -0.03
58 C -0.08
59 C -0.09
60 C -0.09
61 C -0.06
62 C -0.22
63 C -0.06
64 C -0.08
65 C -0.09
66 C -0.08
67 C -0.06
68 H 0.11
69 H 0.10
70 H 0.10
71 H 0.10
72 H 0.05
73 H 0.08
74 H 0.10
75 H 0.10
76 H 0.10
77 H 0.12
78 Te 1.39
79 C -0.50
80 C -0.13
81 C -0.08
82 C -0.09
83 C -0.10
84 C -0.17
85 C -0.51
86 C -0.15
87 C -0.09
88 C -0.10
89 C -0.09
90 C -0.14
91 H 0.08
92 H 0.10
93 H 0.10
94 H 0.10
95 H 0.09
96 H 0.09
97 H 0.10
98 H 0.10
99 H 0.10



4.
Formula: C50H37N9SSeSnTe
Source: OMol25
Level of theory: the ωB97M-V functional and the def2-TZVPD basis

Computed properties:
E_tot, eV: -155168.0812
Orbital gap, eV: 5.99
Lowest unoccupied orbital energy, eV: -0.70
E_HOMO, eV: -6.695

ORCA input file:
```
! RIJCOSX wB97M-V def2-TZVPD def2/J DEFGRID3
* xyz 0 1
Sn 0.25 -0.30 -0.77
N 1.89 -4.25 -2.72
C 1.64 -3.19 -1.92
S 1.50 -1.66 -2.73
N 1.57 -3.48 -0.64
N 1.32 -2.43 0.19
C 1.35 -2.71 1.44
C 1.74 -4.04 1.99
C 0.82 -4.77 2.73
C 1.17 -6.00 3.28
C 2.45 -6.50 3.09
C 3.38 -5.77 2.36
C 3.02 -4.55 1.81
C 0.97 -1.64 2.40
C 1.43 -1.67 3.72
C 1.06 -0.65 4.58
C 0.25 0.37 4.11
C -0.17 0.31 2.79
N 0.17 -0.67 1.96
H 1.80 -4.15 -3.71
H 1.88 -5.17 -2.30
H -0.18 -4.37 2.88
H 0.44 -6.56 3.84
H 2.72 -7.45 3.52
H 4.38 -6.15 2.22
H 3.74 -3.98 1.22
H 2.07 -2.47 4.06
H 1.42 -0.64 5.60
H -0.05 1.20 4.74
H -0.81 1.08 2.36
Se -5.98 5.74 -0.19
N -4.39 5.73 -1.00
C -3.80 4.61 -0.66
C -2.48 4.21 -1.16
C -1.76 5.01 -2.04
C -0.55 4.55 -2.51
C -0.12 3.28 -2.10
N -0.80 2.52 -1.26
C -1.96 2.98 -0.77
C -2.68 2.11 0.19
N -2.10 0.97 0.57
C -2.77 0.14 1.36
C -4.05 0.41 1.84
C -4.64 1.60 1.49
C -3.95 2.47 0.65
C -4.54 3.74 0.22
N -5.72 4.15 0.58
H -2.16 5.97 -2.34
H 0.06 5.13 -3.19
H 0.81 2.87 -2.47
H -2.26 -0.78 1.62
H -4.55 -0.31 2.48
H -5.63 1.88 1.84
N -1.43 -1.47 -1.11
C -2.60 -1.39 -1.55
C -3.07 -0.21 -2.36
C -2.24 0.33 -3.33
C -2.60 1.49 -4.01
C -3.79 2.13 -3.70
C -4.63 1.60 -2.73
C -4.28 0.42 -2.08
C -3.61 -2.46 -1.24
C -4.70 -2.71 -2.06
C -5.60 -3.74 -1.76
C -5.41 -4.51 -0.62
C -4.32 -4.26 0.21
C -3.43 -3.25 -0.10
H -1.30 -0.17 -3.55
H -1.94 1.89 -4.77
H -4.06 3.04 -4.22
H -5.56 2.09 -2.49
H -4.94 0.01 -1.32
H -4.85 -2.11 -2.95
H -6.43 -3.93 -2.42
H -6.11 -5.30 -0.38
H -4.17 -4.87 1.09
H -2.55 -3.07 0.51
Te 2.82 1.80 0.91
C 4.06 3.23 -0.03
C 5.29 2.85 -0.56
C 6.10 3.78 -1.19
C 5.68 5.10 -1.31
C 4.45 5.48 -0.79
C 3.64 4.55 -0.16
C 3.52 2.18 2.87
C 4.41 1.30 3.48
C 4.81 1.50 4.79
C 4.33 2.59 5.51
C 3.45 3.48 4.91
C 3.04 3.27 3.60
H 5.62 1.82 -0.47
H 7.06 3.48 -1.60
H 6.32 5.83 -1.80
H 4.12 6.51 -0.88
H 2.68 4.85 0.23
H 4.78 0.45 2.93
H 5.50 0.81 5.26
H 4.64 2.75 6.53
H 3.07 4.33 5.46
H 2.34 3.95 3.13
*
```

Results of the Löwdin charge analysis, in e, for atoms 1 through 99:
1 Sn 0.88
2 N 0.06
3 C -0.88
4 S 0.46
5 N 0.00
6 N -0.02
7 C -0.20
8 C -0.20
9 C -0.03
10 C -0.08
11 C -0.09
12 C -0.08
13 C -0.03
14 C -0.22
15 C 0.00
16 C -0.05
17 C -0.04
18 C -0.17
19 N 0.03
20 H 0.07
21 H 0.10
22 H 0.12
23 H 0.10
24 H 0.10
25 H 0.10
26 H 0.12
27 H 0.12
28 H 0.11
29 H 0.11
30 H 0.10
31 Se 1.09
32 N -0.22
33 C -0.34
34 C -0.10
35 C 0.00
36 C -0.04
37 C -0.13
38 N 0.08
39 C -0.15
40 C -0.14
41 N 0.08
42 C -0.15
43 C -0.02
44 C 0.01
45 C -0.10
46 C -0.35
47 N -0.22
48 H 0.12
49 H 0.11
50 H 0.11
51 H 0.10
52 H 0.11
53 H 0.12
54 N -0.08
55 C -0.36
56 C -0.18
57 C -0.04
58 C -0.08
59 C -0.09
60 C -0.08
61 C -0.05
62 C -0.17
63 C -0.04
64 C -0.08
65 C -0.10
66 C -0.08
67 C -0.04
68 H 0.09
69 H 0.11
70 H 0.10
71 H 0.11
72 H 0.12
73 H 0.11
74 H 0.10
75 H 0.10
76 H 0.10
77 H 0.10
78 Te 1.28
79 C -0.54
80 C -0.14
81 C -0.09
82 C -0.09
83 C -0.09
84 C -0.15
85 C -0.54
86 C -0.15
87 C -0.09
88 C -0.09
89 C -0.09
90 C -0.15
91 H 0.09
92 H 0.10
93 H 0.10
94 H 0.10
95 H 0.09
96 H 0.09
97 H 0.10
98 H 0.10
99 H 0.10